(1)
Formula: C37H89BFN5O16P
Source: the Open Molecules 2025 dataset
Level of theory: ωB97M-V/def2-TZVPD

- HOMO-LUMO gap: 6.1 eV
- 2S+1: 1
- Max |F|: 0.58 eV Å⁻¹
- Charge: -1
- Calculated total energy: -3406.745619 hartree

Each line ends with the Löwdin charge.
Element x y z (Å)
C1 -2.21 5.37 -0.76  0.019
C2 -3.12 6.24 -1.59  -0.556
O1 -2.87 7.36 -1.94  0.101
O2 -4.27 5.59 -1.85  -0.016
C3 -5.06 5.96 -3.01  -0.058
C4 -4.76 5.11 -4.25  -0.431
C5 -5.18 3.63 -4.05  -0.072
C6 -5.18 3.00 -2.68  -0.204
F1 -6.22 3.47 -1.87  -0.053
O3 -5.59 5.62 -5.26  -0.054
B1 -4.76 6.57 -6.06  -0.571
O4 -3.43 5.87 -6.08  -0.137
C7 -3.30 5.36 -4.78  -0.417
P1 -1.97 4.11 -4.99  0.920
O5 -2.01 3.29 -3.54  -0.339
O6 -2.72 3.00 -5.97  -0.299
H1 -2.73 5.04 0.15  0.085
H2 -1.31 5.93 -0.50  0.083
H3 -1.94 4.48 -1.33  0.062
H4 -6.09 5.78 -2.72  0.131
H5 -4.92 7.02 -3.24  0.122
H6 -6.21 3.56 -4.43  0.134
H7 -4.58 3.00 -4.71  0.104
H8 -4.26 3.17 -2.11  0.088
H9 -5.31 1.92 -2.76  0.108
H10 -5.23 6.73 -7.18  0.052
H11 -4.63 7.66 -5.46  0.068
H12 -2.82 6.11 -4.12  0.106
H13 -2.91 3.11 -3.25  -0.005
H14 -2.37 2.13 -5.78  0.039
C8 -0.45 -3.55 -2.77  -0.118
O7 -0.98 -3.43 -1.47  -0.190
C9 -0.19 -2.65 -0.58  -0.205
C10 -0.88 -1.36 -0.21  -0.218
N1 -0.97 -0.45 -1.35  -0.040
C11 -1.79 0.73 -1.10  -0.184
C12 -3.26 0.52 -0.75  -0.211
O8 -4.04 0.00 -1.82  -0.188
C13 -4.06 -1.41 -1.93  -0.094
H15 -1.07 -4.26 -3.31  0.086
H16 -0.44 -2.60 -3.32  0.082
H17 0.58 -3.93 -2.75  0.086
H18 0.79 -2.45 -1.03  0.103
H19 -0.03 -3.23 0.33  0.118
H20 -0.29 -0.87 0.58  0.125
H21 -1.85 -1.62 0.21  0.084
H22 -1.36 -0.95 -2.14  0.081
H23 -1.74 1.38 -1.98  0.101
H24 -1.34 1.30 -0.27  0.122
H25 -3.69 1.50 -0.53  0.115
H26 -3.40 -0.10 0.14  0.108
H27 -3.97 -1.89 -0.95  0.088
H28 -3.26 -1.79 -2.58  0.075
H29 -5.01 -1.69 -2.38  0.089
C14 -5.04 -1.08 6.50  -0.115
O9 -3.75 -1.64 6.64  -0.197
C15 -3.73 -3.02 6.98  -0.221
C16 -3.17 -3.85 5.85  -0.221
N2 -4.07 -3.85 4.70  -0.050
C17 -3.54 -4.48 3.50  -0.199
C18 -2.31 -3.85 2.85  -0.222
O10 -2.54 -2.57 2.30  -0.203
C19 -2.40 -1.48 3.19  -0.092
H30 -4.91 0.00 6.38  0.086
H31 -5.58 -1.46 5.62  0.085
H32 -5.65 -1.26 7.39  0.084
H33 -4.74 -3.36 7.23  0.123
H34 -3.10 -3.14 7.86  0.119
H35 -3.05 -4.88 6.20  0.123
H36 -2.17 -3.46 5.61  0.107
H37 -4.33 -2.89 4.49  0.076
H38 -4.34 -4.49 2.75  0.121
H39 -3.31 -5.52 3.73  0.118
H40 -2.02 -4.49 2.01  0.122
H41 -1.46 -3.81 3.54  0.113
H42 -1.65 -1.68 3.96  0.091
H43 -3.35 -1.22 3.68  0.077
H44 -2.08 -0.62 2.60  0.081
C20 2.32 -0.04 -2.14  -0.111
O11 3.60 0.55 -1.99  -0.190
C21 4.25 0.25 -0.77  -0.221
C22 5.47 -0.61 -1.01  -0.220
N3 5.09 -1.94 -1.46  -0.050
C23 6.19 -2.78 -1.90  -0.204
C24 6.99 -2.33 -3.12  -0.233
O12 6.27 -2.37 -4.33  -0.204
C25 5.47 -1.23 -4.62  -0.089
H45 1.87 0.38 -3.04  0.094
H46 2.39 -1.13 -2.27  0.067
H47 1.66 0.17 -1.30  0.072
H48 3.56 -0.25 -0.08  0.121
H49 4.56 1.19 -0.31  0.122
H50 6.02 -0.71 -0.07  0.122
H51 6.11 -0.08 -1.72  0.106
H52 4.41 -1.85 -2.21  0.072
H53 5.80 -3.77 -2.11  0.118
H54 6.89 -2.89 -1.06  0.117
H55 7.82 -3.03 -3.24  0.120
H56 7.43 -1.33 -2.98  0.109
H57 5.91 -0.32 -4.20  0.090
H58 4.46 -1.34 -4.23  0.075
H59 5.42 -1.13 -5.70  0.085
C26 -2.29 3.02 11.95  -0.118
O13 -1.92 1.74 11.47  -0.194
C27 -1.80 0.75 12.47  -0.219
C28 -2.87 -0.31 12.32  -0.220
N4 -4.18 0.23 12.62  -0.051
C29 -5.30 -0.67 12.34  -0.202
C30 -5.53 -1.09 10.89  -0.229
O14 -5.93 -0.03 10.04  -0.181
C31 -4.88 0.72 9.46  -0.102
H60 -2.22 3.71 11.11  0.089
H61 -3.31 3.04 12.35  0.081
H62 -1.60 3.36 12.74  0.087
H63 -1.85 1.20 13.47  0.121
H64 -0.82 0.28 12.36  0.121
H65 -2.65 -1.13 13.02  0.123
H66 -2.79 -0.72 11.30  0.107
H67 -4.31 1.09 12.10  0.075
H68 -6.21 -0.19 12.69  0.119
H69 -5.17 -1.58 12.94  0.117
H70 -6.34 -1.81 10.88  0.121
H71 -4.65 -1.59 10.47  0.108
H72 -4.00 0.11 9.29  0.090
H73 -4.60 1.59 10.07  0.076
H74 -5.24 1.10 8.51  0.079
C32 9.93 1.34 -7.43  -0.119
O15 10.18 0.02 -7.00  -0.195
C33 9.14 -0.56 -6.22  -0.214
C34 8.47 -1.70 -6.94  -0.212
N5 7.70 -1.22 -8.08  -0.045
C35 7.16 -2.27 -8.94  -0.200
C36 8.15 -3.18 -9.66  -0.227
O16 8.93 -2.54 -10.65  -0.180
C37 10.12 -1.93 -10.19  -0.105
H75 10.84 1.70 -7.90  0.086
H76 9.11 1.39 -8.15  0.082
H77 9.68 1.99 -6.59  0.088
H78 8.40 0.21 -5.95  0.120
H79 9.58 -0.94 -5.29  0.121
H80 7.78 -2.20 -6.24  0.106
H81 9.24 -2.43 -7.22  0.109
H82 8.29 -0.61 -8.64  0.075
H83 6.54 -1.78 -9.70  0.119
H84 6.50 -2.89 -8.34  0.119
H85 7.56 -3.94 -10.19  0.120
H86 8.80 -3.71 -8.96  0.109
H87 10.55 -2.49 -9.35  0.087
H88 9.97 -0.89 -9.87  0.073
H89 10.83 -1.94 -11.01  0.086

=====

(2)
Formula: C37H89BIN7O7PS
Source: the Open Molecules 2025 dataset
Level of theory: ωB97M-V/def2-TZVPD

- HOMO-LUMO gap: 6.4 eV
- 2S+1: 1
- Max |F|: 2.02 eV Å⁻¹
- Charge: +1
- Calculated total energy: -3434.950216 hartree

Each line ends with the Löwdin charge.
Element x y z (Å)
C1 -2.11 -1.78 1.43  0.017
B1 -2.11 -1.11 0.03  -0.434
O1 -3.36 -0.87 -0.48  0.171
C2 -0.83 -0.68 -0.94  -0.179
C3 -1.19 -1.29 -2.31  -0.126
C4 -0.26 -1.05 -3.51  -0.287
N1 -0.73 -1.97 -4.55  0.027
N2 -0.93 0.84 -1.14  0.172
C5 0.16 1.64 -0.47  -0.240
C6 -0.19 3.13 -0.51  -0.199
C7 0.78 4.10 0.19  -0.780
C8 1.41 3.54 1.47  -0.150
I1 2.21 5.00 -1.08  0.970
C9 1.49 1.16 -1.05  -0.302
P1 1.94 1.55 -2.89  0.884
O2 3.37 2.27 -2.63  -0.318
O3 0.91 2.71 -3.44  -0.305
N3 1.63 -0.30 -0.97  -0.118
C10 3.00 -0.77 -0.91  -0.124
C11 3.68 -0.68 0.44  -0.232
O4 4.54 -1.43 0.77  0.087
C12 0.57 -1.07 -0.38  -0.422
O5 0.62 -0.99 1.05  -0.011
S1 0.79 -2.92 -0.66  0.732
C13 2.00 -3.50 0.50  -0.093
O6 -0.47 -3.54 -0.36  -0.267
O7 1.29 -3.12 -2.00  -0.281
H1 -1.24 -2.38 1.66  0.052
H2 -2.17 -0.98 2.17  0.094
H3 -3.01 -2.38 1.56  0.069
H4 -3.44 -0.28 -1.24  0.101
H5 -2.17 -0.92 -2.62  0.117
H6 -1.32 -2.37 -2.19  0.118
H7 -0.43 -0.05 -3.91  0.091
H8 0.79 -1.20 -3.29  0.074
H9 -0.67 -2.92 -4.20  0.083
H10 -0.13 -1.93 -5.36  0.086
H11 -0.93 1.10 -2.13  0.156
H12 -1.80 1.18 -0.75  0.174
H13 0.06 1.36 0.58  0.140
H14 -1.09 3.21 0.11  0.131
H15 -0.48 3.47 -1.51  0.103
H16 0.14 4.92 0.50  0.071
H17 1.60 4.38 2.14  0.076
H18 2.38 3.07 1.30  0.061
H19 0.73 2.87 1.99  0.082
H20 2.26 1.63 -0.44  0.109
H21 3.80 2.48 -3.47  0.077
H22 0.19 2.31 -3.94  0.045
H23 3.15 -1.77 -1.32  0.121
H24 3.60 -0.12 -1.56  0.124
H25 3.31 0.11 1.13  0.133
H26 1.10 -0.19 1.30  0.097
H27 1.57 -4.42 0.90  0.089
H28 2.91 -3.72 -0.06  0.082
H29 2.19 -2.80 1.31  0.067
C14 7.22 -4.03 6.64  -0.089
C15 7.42 -4.19 5.14  -0.273
N4 6.22 -4.65 4.46  -0.201
C16 6.47 -5.11 3.10  -0.250
C17 6.97 -4.09 2.07  -0.081
C18 5.04 -3.83 4.65  -0.248
C19 5.12 -2.35 4.27  -0.081
H30 6.81 -4.94 7.08  0.081
H31 8.17 -3.82 7.12  0.074
H32 6.54 -3.21 6.88  0.063
H33 8.20 -4.94 4.98  0.119
H34 7.81 -3.25 4.73  0.102
H35 5.55 -5.57 2.73  0.108
H36 7.20 -5.92 3.16  0.111
H37 6.18 -3.39 1.76  0.038
H38 7.30 -4.61 1.17  0.071
H39 7.81 -3.51 2.45  0.069
H40 4.75 -3.90 5.70  0.102
H41 4.21 -4.31 4.11  0.109
H42 6.01 -1.87 4.66  0.069
H43 4.26 -1.82 4.69  0.069
H44 5.10 -2.20 3.19  0.031
C20 -9.02 -3.28 4.84  -0.088
C21 -8.03 -2.48 4.00  -0.275
N5 -6.69 -3.05 4.00  -0.201
C22 -5.68 -2.15 3.48  -0.253
C23 -5.77 -1.74 2.00  -0.090
C24 -6.59 -4.44 3.59  -0.245
C25 -7.13 -4.81 2.20  -0.080
H45 -8.63 -3.43 5.85  0.081
H46 -9.96 -2.75 4.91  0.074
H47 -9.23 -4.26 4.41  0.065
H48 -7.96 -1.47 4.41  0.117
H49 -8.44 -2.37 2.98  0.102
H50 -4.70 -2.59 3.67  0.107
H51 -5.71 -1.24 4.08  0.111
H52 -5.49 -2.56 1.33  0.055
H53 -5.08 -0.92 1.81  0.056
H54 -6.77 -1.41 1.72  0.071
H55 -7.12 -5.05 4.33  0.103
H56 -5.55 -4.74 3.67  0.113
H57 -8.12 -4.40 2.02  0.067
H58 -7.21 -5.90 2.12  0.073
H59 -6.46 -4.48 1.40  0.052
C26 -4.21 -2.17 -5.01  -0.104
C27 -5.24 -1.78 -6.06  -0.279
N6 -4.68 -1.69 -7.39  -0.203
C28 -5.55 -1.02 -8.34  -0.252
C29 -6.90 -1.67 -8.67  -0.085
C30 -4.01 -2.89 -7.86  -0.248
C31 -4.82 -4.19 -7.89  -0.080
H60 -3.34 -1.51 -5.06  0.050
H61 -4.65 -2.09 -4.01  0.068
H62 -3.87 -3.20 -5.13  0.066
H63 -5.63 -0.79 -5.80  0.116
H64 -6.09 -2.47 -5.99  0.104
H65 -4.99 -0.86 -9.27  0.113
H66 -5.75 -0.02 -7.94  0.108
H67 -6.78 -2.55 -9.31  0.057
H68 -7.52 -0.96 -9.22  0.072
H69 -7.45 -1.96 -7.78  0.067
H70 -3.13 -3.06 -7.24  0.096
H71 -3.62 -2.69 -8.86  0.116
H72 -5.37 -4.36 -6.96  0.066
H73 -4.15 -5.04 -8.03  0.074
H74 -5.54 -4.22 -8.71  0.056
C32 2.69 7.78 2.56  -0.097
C33 4.10 7.99 2.05  -0.284
N7 4.19 9.04 1.06  -0.203
C34 5.45 9.05 0.34  -0.255
C35 6.73 9.33 1.13  -0.085
C36 3.69 10.34 1.48  -0.246
C37 4.29 10.98 2.73  -0.080
H75 1.99 7.63 1.73  0.067
H76 2.66 6.89 3.20  0.066
H77 2.33 8.62 3.16  0.068
H78 4.43 7.06 1.58  0.108
H79 4.77 8.15 2.92  0.108
H80 5.37 9.77 -0.48  0.112
H81 5.56 8.07 -0.15  0.108
H82 6.82 10.38 1.42  0.057
H83 7.60 9.10 0.51  0.073
H84 6.80 8.72 2.03  0.069
H85 2.61 10.25 1.63  0.101
H86 3.79 11.03 0.63  0.116
H87 4.35 10.27 3.56  0.067
H88 3.66 11.81 3.05  0.074
H89 5.29 11.38 2.55  0.056

=====

(3)
Formula: C37H95Cl4N5O13
Source: the Open Molecules 2025 dataset
Level of theory: ωB97M-V/def2-TZVPD

- HOMO-LUMO gap: 8.6 eV
- 2S+1: 1
- Max |F|: 3.79 eV Å⁻¹
- Calculated total energy: -4558.865808 hartree

Each line ends with the Löwdin charge.
Element x y z (Å)
Cl1 -19.34 35.13 -17.37  0.520
C1 -18.97 33.96 -16.06  -0.621
C2 -19.67 32.67 -16.47  -0.652
Cl2 -21.51 32.65 -16.57  0.483
H1 -19.32 34.37 -15.11  0.070
H2 -17.89 33.84 -15.96  0.076
H3 -19.48 31.92 -15.70  0.056
H4 -19.26 32.17 -17.35  0.069
Cl3 -12.92 24.15 -15.91  0.482
C3 -13.96 25.64 -15.73  -0.606
C4 -13.28 26.94 -16.24  -0.672
Cl4 -12.91 26.88 -17.98  0.530
H5 -14.15 25.88 -14.68  0.069
H6 -14.88 25.41 -16.28  0.061
H7 -12.38 27.15 -15.66  0.069
H8 -13.89 27.83 -16.10  0.065
C5 -15.11 30.54 -11.78  -0.149
O1 -13.75 30.41 -12.25  -0.131
H9 -15.25 30.33 -10.72  0.076
H10 -15.65 31.40 -12.17  0.072
H11 -15.57 29.74 -12.36  0.069
H12 -13.28 31.16 -11.88  0.062
C6 -17.17 37.42 -10.94  -0.168
O2 -17.24 36.00 -10.93  -0.127
H13 -16.45 37.84 -11.64  0.080
H14 -18.12 37.85 -11.25  0.069
H15 -17.06 37.76 -9.91  0.073
H16 -18.07 35.65 -10.61  0.073
C7 -10.81 35.24 -11.06  -0.187
O3 -11.14 34.07 -10.39  -0.122
H17 -10.81 35.00 -12.13  0.078
H18 -11.67 35.89 -10.94  0.077
H19 -9.84 35.63 -10.77  0.083
H20 -10.86 34.22 -9.48  0.074
C8 -18.30 20.99 -18.32  -0.073
O4 -18.88 21.29 -17.01  -0.202
C9 -18.50 20.51 -15.91  -0.231
C10 -19.29 20.92 -14.68  -0.245
N1 -19.15 22.31 -14.38  -0.077
C11 -20.11 22.79 -13.32  -0.169
C12 -20.08 24.33 -13.06  -0.193
O5 -20.85 25.08 -13.99  -0.201
C13 -22.22 25.07 -13.94  -0.139
H21 -18.35 19.90 -18.44  0.079
H22 -17.31 21.39 -18.51  0.081
H23 -18.89 21.38 -19.15  0.079
H24 -17.45 20.69 -15.68  0.125
H25 -18.74 19.48 -16.15  0.120
H26 -18.91 20.42 -13.79  0.120
H27 -20.35 20.71 -14.74  0.111
H28 -19.12 22.93 -15.18  0.105
H29 -19.73 22.42 -12.37  0.111
H30 -21.12 22.45 -13.55  0.104
H31 -19.05 24.70 -13.03  0.122
H32 -20.51 24.47 -12.07  0.109
H33 -22.46 24.17 -14.50  0.083
H34 -22.60 25.89 -14.54  0.088
H35 -22.71 25.12 -12.96  0.091
C14 -6.45 28.39 -7.93  -0.087
O6 -6.05 27.38 -6.93  -0.209
C15 -5.99 27.75 -5.47  -0.157
C16 -4.70 28.54 -5.20  -0.225
N2 -4.51 28.90 -3.78  -0.063
C17 -4.06 27.73 -2.97  -0.176
C18 -2.67 27.32 -3.44  -0.259
O7 -1.72 28.34 -3.61  -0.195
C19 -0.83 28.55 -2.49  -0.072
H36 -6.21 28.18 -8.97  0.076
H37 -5.97 29.35 -7.74  0.068
H38 -7.53 28.53 -7.94  0.074
H39 -6.02 26.79 -4.96  0.106
H40 -6.85 28.20 -4.98  0.115
H41 -4.66 29.52 -5.69  0.115
H42 -3.84 28.01 -5.60  0.101
H43 -3.78 29.60 -3.80  0.090
H44 -4.80 26.93 -2.96  0.112
H45 -4.04 28.04 -1.92  0.106
H46 -2.64 26.97 -4.47  0.115
H47 -2.41 26.52 -2.75  0.119
H48 -1.48 28.50 -1.62  0.079
H49 -0.16 29.41 -2.52  0.088
H50 -0.22 27.66 -2.33  0.078
C20 -22.73 27.61 -0.70  -0.116
O8 -22.21 28.13 -1.92  -0.204
C21 -21.33 29.30 -1.74  -0.189
C22 -20.57 29.76 -2.98  -0.176
N3 -19.73 28.61 -3.47  -0.066
C23 -19.11 28.92 -4.75  -0.208
C24 -18.19 30.20 -4.87  -0.187
O9 -18.90 31.43 -4.87  -0.212
C25 -18.04 32.48 -4.77  -0.164
H51 -23.32 26.73 -0.97  0.084
H52 -23.44 28.30 -0.26  0.082
H53 -21.96 27.33 0.01  0.084
H54 -20.81 29.20 -0.79  0.115
H55 -21.94 30.18 -1.53  0.109
H56 -20.02 30.70 -2.88  0.112
H57 -21.21 29.97 -3.84  0.116
H58 -20.34 27.80 -3.48  0.097
H59 -19.84 28.93 -5.55  0.109
H60 -18.41 28.14 -5.02  0.106
H61 -17.47 30.21 -5.69  0.122
H62 -17.72 30.24 -3.88  0.115
H63 -17.39 32.45 -3.90  0.087
H64 -18.61 33.34 -4.42  0.090
H65 -17.48 32.69 -5.69  0.093
C26 -4.25 26.00 -15.74  -0.117
O10 -5.07 27.10 -16.03  -0.222
C27 -4.93 27.67 -17.38  -0.169
C28 -6.14 28.52 -17.82  -0.210
N4 -6.38 29.69 -16.99  -0.092
C29 -7.61 30.50 -17.07  -0.175
C30 -7.64 31.44 -15.81  -0.214
O11 -6.50 32.24 -15.59  -0.196
C31 -5.53 31.75 -14.61  -0.073
H66 -4.70 25.09 -16.13  0.086
H67 -4.06 26.07 -14.67  0.092
H68 -3.34 26.14 -16.33  0.079
H69 -4.80 26.75 -17.96  0.111
H70 -4.08 28.32 -17.59  0.118
H71 -7.08 27.98 -17.78  0.110
H72 -5.98 28.82 -18.85  0.116
H73 -6.29 29.35 -16.04  0.081
H74 -8.51 29.90 -17.18  0.108
H75 -7.46 31.10 -17.96  0.113
H76 -7.89 30.91 -14.89  0.119
H77 -8.38 32.17 -16.13  0.113
H78 -4.56 32.24 -14.63  0.087
H79 -5.43 30.70 -14.86  0.058
H80 -5.91 31.72 -13.59  0.078
C32 -12.88 23.36 -7.83  -0.139
O12 -11.90 22.96 -6.94  -0.199
C33 -11.76 21.54 -6.94  -0.227
C34 -10.96 21.16 -5.72  -0.181
N5 -10.82 19.66 -5.48  -0.061
C35 -9.93 19.37 -4.34  -0.225
C36 -9.80 17.85 -4.15  -0.229
O13 -9.19 17.46 -5.34  -0.225
C37 -7.68 17.63 -5.54  -0.020
H81 -12.80 22.86 -8.79  0.091
H82 -12.74 24.44 -7.75  0.096
H83 -13.86 23.14 -7.40  0.083
H84 -11.17 21.20 -7.78  0.125
H85 -12.78 21.15 -6.94  0.123
H86 -11.35 21.62 -4.81  0.116
H87 -9.94 21.54 -5.83  0.111
H88 -10.55 19.15 -6.30  0.095
H89 -10.28 19.88 -3.45  0.114
H90 -8.96 19.80 -4.61  0.092
H91 -10.80 17.42 -4.08  0.121
H92 -9.24 17.56 -3.27  0.114
H93 -7.32 18.63 -5.27  0.069
H94 -7.27 17.17 -6.43  0.084
H95 -7.23 17.08 -4.71  0.070

=====

Highest occupied orbital energy, respectively: -4.438 -9.515 -8.455 eV.